66
Properties=species:S:1:pos:R:3:mulliken_charge:R:1 method="wB97M-V/def2-TZVPD" smiles="CCOC(=O)C(C(=O)OCC)(C(=O)OCC)[C@H](c1ccc(OC)cc1)c1cn(C)c2ccccc12" gap_ev=8.011 relative_energy_kj_mol=40.1 e_homo_ev=-7.48
C 3.904 -2.803 2.650 -1.213
C 3.510 -1.398 2.264 -0.174
O 2.177 -1.458 1.696 -0.214
C 1.620 -0.201 1.628 -0.446
O 2.283 0.777 1.962 -0.643
C 0.286 -0.258 0.936 4.152
C -0.836 0.511 1.561 -0.739
O -0.695 1.506 2.303 -0.670
O -2.077 0.014 1.177 -0.087
C -3.224 0.712 1.771 -0.335
C -4.396 -0.230 1.984 -1.127
C -0.055 -1.682 0.781 -0.652
O 0.332 -2.349 -0.162 -0.641
O -0.765 -2.244 1.783 -0.335
C -1.030 -3.669 1.607 -0.155
C -2.244 -4.006 2.459 -1.133
C 0.882 0.300 -0.760 -0.781
C 1.502 1.635 -0.575 0.242
C 0.652 2.640 -0.102 0.028
C 1.118 3.907 0.223 -1.426
C 2.499 4.183 0.103 0.730
O 3.070 5.309 0.617 -0.464
C 2.286 6.096 1.537 -0.793
C 3.366 3.192 -0.468 -0.912
C 2.876 1.942 -0.785 -0.267
C -0.128 0.218 -1.750 1.016
C -1.080 1.162 -2.209 -0.733
N -1.896 0.578 -3.132 0.168
C -3.006 1.248 -3.796 -0.987
C -1.448 -0.729 -3.398 -0.161
C -1.838 -1.585 -4.419 -0.895
C -0.992 -2.674 -4.683 -0.564
C 0.159 -2.903 -3.915 -1.102
C 0.474 -2.074 -2.829 -0.049
C -0.328 -0.970 -2.571 0.395
H 4.951 -2.848 3.021 0.395
H 3.263 -3.164 3.483 0.285
H 3.793 -3.499 1.798 0.287
H 3.515 -0.735 3.139 0.320
H 4.202 -0.987 1.513 0.259
H -2.895 1.134 2.733 0.363
H -3.487 1.520 1.070 0.247
H -5.262 0.335 2.390 0.400
H -4.721 -0.723 1.051 0.277
H -4.136 -0.993 2.747 0.245
H -1.234 -3.869 0.537 0.275
H -0.125 -4.246 1.918 0.261
H -2.388 -5.097 2.503 0.417
H -2.122 -3.633 3.493 0.281
H -3.161 -3.582 1.998 0.227
H 1.470 -0.594 -0.598 1.284
H -0.407 2.419 0.066 0.311
H 0.428 4.640 0.659 0.291
H 2.971 6.864 1.889 0.246
H 1.409 6.566 1.062 0.287
H 1.939 5.472 2.370 0.359
H 4.442 3.417 -0.591 0.372
H 3.530 1.148 -1.199 0.403
H -1.245 2.184 -1.856 0.586
H -3.568 0.508 -4.381 0.314
H -3.680 1.708 -3.051 0.311
H -2.624 2.048 -4.453 0.319
H -2.718 -1.346 -5.008 0.289
H -1.202 -3.304 -5.547 0.360
H 0.811 -3.751 -4.131 0.390
H 1.289 -2.288 -2.114 0.303